Record 1
The following is a DFT calculation (the ωB97M-V functional and the def2-TZVPD basis) of a molecular structure, C3H4O2 at a distorted geometry.

Geometry as XYZ:
```
9
C3H4O2, DFT the ωB97M-V functional and the def2-TZVPD basis
C -0.51 -0.90 0.00
C -1.20 0.16 -0.41
C 0.49 0.05 0.64
O -0.41 1.17 0.14
O 1.76 0.09 -0.23
H -0.56 -1.93 -0.17
H -2.17 0.34 -0.91
H 0.88 0.02 1.63
H 1.71 1.01 -0.69
```

The value obtained for the HOMO energy is -9.25 eV. The value obtained for the energy above the lowest of the compared OMol25 structures with the same formula, charge and spin is 65.8 kcal/mol. The total energy is -267.08789 Eh. The spin multiplicity is 1.

=====

Record 2
The following is a DFT calculation (the ωB97M-V functional and the def2-TZVPD basis) of a single C5H8O molecule.

Geometry as XYZ:
```
14
C5H8O, DFT the ωB97M-V functional and the def2-TZVPD basis
C 1.14 1.42 1.03
C 1.52 0.01 0.79
C 0.04 0.42 0.78
C -0.47 0.36 -0.57
C -1.81 -1.25 -1.26
O -1.75 -0.06 -0.49
H 1.30 2.13 0.22
H 1.18 1.82 2.04
H 1.83 -0.61 1.63
H 1.96 -0.25 -0.17
H -0.58 0.07 1.61
H -0.87 -1.30 -1.82
H -2.67 -1.28 -1.92
H -1.84 -2.06 -0.52
```

The value obtained for the HOMO energy is -8.15 eV. The value obtained for the energy above the lowest of the compared OMol25 structures with the same formula, charge and spin is 101.8 kcal/mol. The total energy is -270.39571 Eh. The spin multiplicity is 1.

=====

Record 3
The following is a DFT calculation (the ωB97M-V functional and the def2-TZVPD basis) of 2 unconnected molecules or ions with the total composition C27H41Si at a distorted geometry.

Geometry as XYZ:
```
69
C27H41Si, DFT the ωB97M-V functional and the def2-TZVPD basis
C -2.88 -0.51 3.46
C -3.83 -0.69 2.28
Si -3.20 -1.82 0.92
C -2.84 -3.51 1.66
C -4.07 -4.20 2.26
C -4.48 -2.02 -0.42
C -5.76 -1.20 -0.23
C -1.57 -1.08 0.25
C -1.59 -0.79 -1.23
C -1.18 -1.90 -2.16
C -1.97 0.40 -1.72
C -2.09 0.60 -3.20
C -2.42 1.51 -0.82
H -3.33 0.16 4.20
H -2.67 -1.46 3.97
H -1.93 -0.07 3.16
H -4.80 -1.11 2.62
H -4.07 0.28 1.82
H -2.40 -4.12 0.86
H -2.06 -3.38 2.42
H -3.78 -5.18 2.68
H -4.52 -3.62 3.08
H -4.84 -4.39 1.51
H -4.01 -1.77 -1.38
H -4.72 -3.10 -0.48
H -6.44 -1.37 -1.08
H -6.30 -1.49 0.68
H -5.56 -0.13 -0.19
H -1.36 -0.19 0.86
H -0.82 -1.85 0.49
H -0.82 -2.78 -1.60
H -2.00 -2.24 -2.81
H -0.36 -1.58 -2.82
H -2.48 1.60 -3.41
H -1.12 0.52 -3.71
H -2.77 -0.11 -3.70
H -2.71 2.38 -1.41
H -3.29 1.26 -0.18
H -1.61 1.83 -0.14
C 4.04 -1.39 4.29
C 3.81 -0.79 2.94
C 2.78 -1.28 2.11
C 2.56 -0.72 0.87
C 3.35 0.36 0.37
C 2.99 0.91 -0.89
C 3.54 2.04 -1.55
C 3.12 2.31 -2.89
C 3.59 3.39 -3.61
C 4.54 4.26 -3.05
C 5.06 5.41 -3.83
C 4.97 4.03 -1.74
C 4.46 2.99 -0.98
C 4.45 0.76 1.19
C 4.63 0.24 2.46
H 4.80 -0.82 4.83
H 3.12 -1.39 4.89
H 4.37 -2.43 4.22
H 2.16 -2.10 2.47
H 1.76 -1.11 0.23
H 2.24 0.35 -1.46
H 2.39 1.63 -3.33
H 3.24 3.58 -4.62
H 5.84 5.93 -3.27
H 5.48 5.10 -4.79
H 4.27 6.14 -4.06
H 5.70 4.71 -1.30
H 4.75 2.93 0.06
H 5.19 1.47 0.84
H 5.43 0.61 3.11
```

The value obtained for the HOMO energy is -10.11 eV. The value obtained for the energy above the lowest of the compared OMol25 structures with the same formula, charge and spin is 0.0 kcal/mol. The total energy is -1342.65942 Eh. The spin multiplicity is 1. Its net charge is +1.

=====

Record 4
The following is a DFT calculation (the ωB97M-V functional and the def2-TZVPD basis) of 2 unconnected molecules or ions with the total composition C9H12O at a distorted geometry.

Geometry as XYZ:
```
22
C9H12O, DFT the ωB97M-V functional and the def2-TZVPD basis
C -0.77 -0.08 -2.20
C -1.68 0.98 -2.13
C -1.22 2.27 -1.86
C 0.14 2.51 -1.67
C 1.05 1.45 -1.74
C 0.59 0.16 -2.01
H -1.12 -1.09 -2.41
H -2.75 0.80 -2.28
H -1.94 3.11 -1.81
H 0.49 3.53 -1.46
H 2.12 1.64 -1.58
H 1.31 -0.67 -2.06
C -0.77 -0.87 2.35
C 0.18 -2.01 2.07
C 1.63 -1.78 2.42
O -0.21 -3.07 1.60
H -1.80 -1.14 2.06
H -0.46 0.03 1.77
H -0.76 -0.61 3.42
H 2.02 -0.93 1.84
H 1.74 -1.55 3.49
H 2.23 -2.67 2.19
```

The value obtained for the HOMO energy is -9.49 eV. The value obtained for the energy above the lowest of the compared OMol25 structures with the same formula, charge and spin is 0.0 kcal/mol. The total energy is -425.37076 Eh. The spin multiplicity is 1. As for the SMILES: c1ccccc1.CC(C)=O.

=====

In order of appearance, molecular weight = 72.06; 84.12; 393.71; 136.19 Da.